Density functional theory data (ωB97M-V with the def2-TZVPD basis set) for C42H43AsNO3OsP2S as an isolated structure.

Computed properties:
2S+1 = 5
HOMO energy (alpha / beta) = -15.1114 / -16.6785 eV
charge = +3
ΔE to the lowest compared entry with this formula, charge and spin = 49.2 kcal per mole
expectation value of S² = 6.041
electronic energy = -144577.1496 eV
HOMO-LUMO gap (alpha / beta) = 7.05 / 6.07 eV

Cartesian coordinates (Å):
Os: -0.444 -0.342 0.046
O: 2.608 -1.750 0.430
S: 2.247 -0.333 0.225
C: 2.726 0.639 1.625
C: 3.965 1.227 1.828
C: 4.245 1.826 3.048
C: 3.302 1.818 4.065
C: 2.054 1.247 3.854
C: 1.743 0.660 2.630
P: 0.050 0.028 2.403
C: -0.169 -1.431 3.432
C: -1.363 -2.154 3.323
C: -1.575 -3.278 4.101
C: -0.586 -3.703 4.982
C: 0.611 -3.010 5.073
C: 0.824 -1.875 4.302
C: -0.984 1.364 3.058
C: -2.125 1.104 3.819
C: -2.948 2.150 4.222
C: -2.641 3.455 3.866
C: -1.499 3.721 3.119
C: -0.675 2.685 2.714
C: 2.998 0.272 -1.258
C: 4.373 0.351 -1.439
C: 4.877 0.788 -2.654
C: 4.010 1.125 -3.686
C: 2.640 0.984 -3.522
C: 2.112 0.530 -2.312
P: 0.314 0.236 -2.222
C: -0.276 1.851 -2.879
C: -1.088 1.918 -3.982
C: -1.367 3.159 -4.603
C: -0.759 4.335 -4.173
C: 0.060 4.297 -3.070
C: 0.234 3.084 -2.341
C: -0.151 -0.972 -3.468
C: 0.722 -1.520 -4.402
C: 0.261 -2.478 -5.296
C: -1.064 -2.892 -5.260
C: -1.940 -2.353 -4.324
C: -1.482 -1.405 -3.425
H: 4.719 1.231 1.050
H: 5.212 2.288 3.206
H: 3.532 2.267 5.023
H: 1.315 1.276 4.646
H: -2.131 -1.847 2.622
H: -2.506 -3.826 4.024
H: -0.751 -4.582 5.593
H: 1.384 -3.349 5.751
H: 1.768 -1.348 4.382
H: -2.353 0.102 4.156
H: -3.814 1.943 4.838
H: -3.279 4.269 4.188
H: -1.246 4.743 2.862
H: 0.214 2.909 2.135
H: 5.053 0.048 -0.650
H: 5.948 0.862 -2.796
H: 4.404 1.476 -4.631
H: 1.982 1.214 -4.352
H: -1.499 1.025 -4.432
H: -2.037 3.172 -5.454
H: -0.930 5.265 -4.700
H: 0.533 5.193 -2.686
H: 1.001 3.059 -1.579
H: 1.762 -1.221 -4.440
H: 0.942 -2.904 -6.022
H: -1.417 -3.636 -5.964
H: -2.975 -2.672 -4.301
H: -2.168 -0.988 -2.693
N: -2.920 -0.158 0.219
C: -3.539 1.065 -0.349
C: -2.939 2.328 0.269
C: -1.555 2.569 -0.286
O: -1.403 3.531 -1.075
O: -0.605 1.746 -0.035
H: -3.365 -0.975 -0.187
H: -3.147 -0.193 1.209
H: -4.615 1.062 -0.183
H: -3.379 1.053 -1.429
H: -2.886 2.232 1.355
H: -3.574 3.177 0.032
C: -1.938 -3.656 -0.173
As: -0.168 -2.875 -0.010
C: 0.596 -3.848 1.471
C: 0.754 -3.588 -1.550
H: -1.826 -4.736 -0.224
H: -2.423 -3.312 -1.084
H: -2.545 -3.410 0.696
H: 0.826 -4.845 1.100
H: -0.129 -3.919 2.275
H: 1.505 -3.364 1.808
H: 0.948 -4.640 -1.352
H: 1.700 -3.072 -1.693
H: 0.125 -3.496 -2.429

Mulliken population analysis, charges in e, atoms 1 to 2: atom 1 (Os): 3.785, atom 2 (O): -0.879